<w>
Here is the molecule C2H3N3S2 from the Open Molecules 2025 dataset. Energies are from wB97M-V/def2-TZVPD.

Positions of all 10 atoms, in Å:
1 S -0.38358 -0.33845 2.67792
2 C -0.11925 -0.54927 1.02782
3 N -0.06584 -1.70162 0.27630
4 C -0.07515 -1.29392 -0.96618
5 N -0.03895 0.06562 -1.11311
6 N -0.02499 0.52151 0.18267
7 S -0.12462 2.18095 0.52255
8 H -0.06431 -1.93988 -1.83637
9 H -0.17229 0.71063 -1.89079
10 H 1.06898 2.34445 1.11919

The gap between HOMO and LUMO is 8.27 eV. The SMILES is S=c1nc[nH]n1S. Its spin multiplicity is 1.

Atom charges from the natural (NBO) analysis, given in e for atoms 1 to 4: -0.232, 0.200, -0.465, 0.247


<x>
Here is a cluster of 2 separate species, C2H3N3S2 in total from the Open Molecules 2025 dataset. Energies are from wB97M-V/def2-TZVPD.

Positions of all 10 atoms, in Å:
1 C -0.49498 0.40160 -0.65893
2 C -0.12398 -1.80111 0.42127
3 N 0.66277 0.92296 -1.00833
4 N 0.58472 2.18130 -0.95919
5 N -0.48155 2.70864 -0.58226
6 S -1.66670 1.63924 -0.32881
7 S 0.57718 -1.21828 1.82739
8 H -1.11621 -2.19142 0.47910
9 H 0.52062 -1.95479 -0.37135
10 H 1.53813 -0.68814 1.18111

The gap between HOMO and LUMO (alpha / beta) is 7.74 / 7.73 eV. Its spin multiplicity is 1.

Atom charges from the natural (NBO) analysis, given in e for atoms 1 to 4: -0.151, -0.387, -0.381, -0.025


<y>
Here is a cluster of 2 separate species, C2H3N3S2 in total from the Open Molecules 2025 dataset. Energies are from wB97M-V/def2-TZVPD.

Positions of all 10 atoms, in Å:
1 C 0.86760 -0.29129 -0.02250
2 C -0.45045 0.14735 -0.27665
3 H 3.10619 -0.05960 0.13308
4 H -2.35432 -1.12191 0.35696
5 H -0.79037 2.84865 -1.16896
6 N 0.73553 -1.24638 0.99541
7 N -0.48995 -1.62331 1.19953
8 N -1.30176 -0.65901 0.46604
9 S 2.24891 0.82665 -0.33287
10 S -1.57136 1.17885 -1.35004

The gap between HOMO and LUMO is 7.86 eV. Its spin multiplicity is 1.

Atom charges from the natural (NBO) analysis, given in e for atoms 1 to 4: -0.104, -0.010, 0.145, 0.458


Which of them is least stable? Easy: <x>.


<w>
Here is a structure of composition C22H31Cl4N7O4SSiW from the Open Molecules 2025 dataset. Energies are from wB97M-V/def2-TZVPD.

Positions of all 71 atoms, in Å:
1 W -0.02056 0.10407 -0.59122
2 C 3.55827 -0.93679 1.90063
3 C 2.29712 -0.35130 1.37440
4 N 1.78665 -0.75697 0.25822
5 N 2.43691 -1.80508 -0.34435
6 C 2.34358 -1.71283 -1.64694
7 N 2.90542 -2.63969 -2.41854
8 S 1.60655 -0.32402 -2.39321
9 C 1.56340 0.72439 2.04696
10 C 1.91922 1.20383 3.29496
11 C 1.18256 2.23236 3.86665
12 C 0.11064 2.74195 3.16276
13 C -0.19215 2.21017 1.91981
14 N 0.50507 1.21761 1.36238
15 H 4.28605 -0.99835 1.09230
16 H 3.38758 -1.96600 2.22453
17 H 3.97641 -0.36375 2.72055
18 H 3.44395 -3.37716 -1.99232
19 H 2.85073 -2.59192 -3.42062
20 H 2.76439 0.78879 3.82100
21 H 1.45492 2.62622 4.83655
22 H -0.49005 3.55387 3.54760
23 H -1.00966 2.60475 1.33998
24 Cl -2.89655 -2.53088 -6.17317
25 C -2.10476 -2.35723 -4.66871
26 C -1.59341 -3.50115 -4.00369
27 Cl -1.77198 -5.04131 -4.72137
28 C -0.95443 -3.39235 -2.77801
29 Cl -0.32644 -4.73764 -1.92470
30 C -0.81451 -2.11958 -2.22405
31 O -0.33099 -1.82827 -1.02819
32 C -1.30792 -1.00406 -2.88531
33 O -1.15126 0.11433 -2.17469
34 C -1.97054 -1.09878 -4.10672
35 Cl -2.57439 0.32660 -4.83978
36 C 0.04852 -3.10002 2.11387
37 N -0.71107 -2.10277 2.87569
38 C -0.96073 -2.42329 4.28384
39 C -1.26930 -1.06472 2.28813
40 C -2.18767 -0.17651 3.07287
41 O -1.07694 -0.85260 1.05161
42 H -0.39927 -4.07864 2.28483
43 H 1.07895 -3.12549 2.46815
44 H 0.01827 -2.87388 1.05347
45 H -0.19625 -3.12157 4.61231
46 H -1.93724 -2.89239 4.40804
47 H -0.90280 -1.53292 4.90430
48 H -3.01497 -0.75160 3.49163
49 H -2.57962 0.59947 2.42250
50 H -1.66267 0.28856 3.90828
51 C -0.42247 3.50928 -2.09696
52 Si 1.04960 2.47818 -1.54007
53 C 1.92906 3.38803 -0.14615
54 C 2.27478 2.51867 -2.95300
55 H -0.03835 4.33924 -2.69468
56 H -0.94628 3.94442 -1.24260
57 H -1.11227 2.94377 -2.72609
58 H 2.35050 4.27834 -0.62299
59 H 2.77065 2.83012 0.26998
60 H 1.29370 3.73532 0.66521
61 H 2.48388 3.58149 -3.11233
62 H 1.88777 2.11836 -3.89018
63 H 3.21576 2.01885 -2.72972
64 N -3.39415 2.39516 -1.26931
65 C -2.80596 1.35612 -0.69576
66 N -3.48729 0.22413 -0.50193
67 O -1.60571 1.47361 -0.26234
68 H -4.34807 2.36298 -1.58833
69 H -2.82725 3.19047 -1.51760
70 H -4.38465 0.06433 -0.92920
71 H -3.00024 -0.55637 -0.08915

The gap between HOMO and LUMO (alpha / beta) is 5.86 / 5.86 eV. As for the total charge: +2. Its spin multiplicity is 1.

Atom charges from the Löwdin analysis, given in e for atoms 1 to 4: 1.643, 0.017, -0.228, -0.147


<x>
Here is a structure of composition C22H31Cl4N7O4SSiW from the Open Molecules 2025 dataset. Energies are from wB97M-V/def2-TZVPD.

Positions of all 71 atoms, in Å:
1 W 0.57950 0.37848 0.23911
2 C 2.50279 1.50854 4.14308
3 C 1.68146 0.92936 3.04794
4 N 1.54399 1.52500 1.90762
5 N 2.20769 2.72046 1.79376
6 C 2.00273 3.29586 0.65033
7 N 2.56626 4.47785 0.38542
8 S 0.97734 2.61295 -0.58748
9 C 0.96471 -0.32272 3.14908
10 C 0.81396 -1.02911 4.28274
11 C -0.05031 -2.18662 4.28523
12 C -0.80184 -2.45736 3.22255
13 C -0.72438 -1.66474 1.94138
14 N 0.38758 -0.70379 1.93266
15 H 3.50859 1.70253 3.76919
16 H 2.55846 0.85373 5.00514
17 H 2.09634 2.47640 4.43846
18 H 3.12016 4.93275 1.09265
19 H 2.41145 4.94601 -0.48923
20 H 1.29330 -0.71257 5.19502
21 H -0.11135 -2.80440 5.17075
22 H -1.47938 -3.30328 3.21254
23 H -0.52917 -2.37423 1.13298
24 Cl 1.33670 -2.53136 -6.27966
25 C 1.01865 -2.20902 -4.63064
26 C 1.05152 -3.24798 -3.69826
27 Cl 1.36728 -4.85493 -4.18764
28 C 0.86763 -2.95186 -2.35226
29 Cl 0.97978 -4.16802 -1.13463
30 C 0.58524 -1.65300 -1.95453
31 O 0.58190 -1.34225 -0.63689
32 C 0.41290 -0.63577 -2.89078
33 O 0.02489 0.57823 -2.38694
34 C 0.73218 -0.90485 -4.22056
35 Cl 0.84658 0.38828 -5.34420
36 C -2.36846 0.24221 3.58598
37 N -2.88599 -0.46536 2.40612
38 C -4.31746 -0.19218 2.15037
39 C -2.16632 -1.15888 1.58994
40 C -2.76611 -1.74332 0.36042
41 O -1.08914 0.65450 0.19055
42 H -2.80427 -0.19855 4.48089
43 H -2.68983 1.27870 3.49733
44 H -1.28946 0.18994 3.63198
45 H -4.77714 0.09688 3.09009
46 H -4.81357 -1.07769 1.76860
47 H -4.38896 0.62862 1.43632
48 H -3.21779 -2.70766 0.62271
49 H -1.98914 -1.93661 -0.37613
50 H -3.52987 -1.11076 -0.08405
51 C -0.50171 3.00359 -3.94361
52 Si -1.28099 1.54662 -3.09404
53 C -2.41752 2.14656 -1.74563
54 C -2.30840 0.40211 -4.14619
55 H -0.80291 3.05168 -4.99111
56 H 0.58652 2.97019 -3.91914
57 H -0.83133 3.92385 -3.45669
58 H -3.11456 2.82388 -2.25045
59 H -1.92304 2.70208 -0.95279
60 H -3.00437 1.33907 -1.31014
61 H -3.08709 1.02437 -4.59851
62 H -2.81401 -0.34146 -3.52522
63 H -1.79501 -0.10922 -4.95595
64 N 3.40302 -2.00435 -0.12065
65 C 3.56186 -0.72069 -0.45251
66 N 4.65987 -0.33982 -1.10543
67 O 2.70839 0.16062 -0.12891
68 H 4.03095 -2.71508 -0.45801
69 H 2.49682 -2.30482 0.19970
70 H 5.41443 -0.96964 -1.31756
71 H 4.78744 0.64213 -1.28224

The gap between HOMO and LUMO is 6.88 eV. As for the total charge: +2. Its spin multiplicity is 1.

Atom charges from the Löwdin analysis, given in e for atoms 1 to 4: 1.693, 0.013, -0.238, -0.114


Which of them is least stable? Easy: <w>.


<w>
Here is the molecule C3H2 from the Open Molecules 2025 dataset. Energies are from wB97M-V/def2-TZVPD.

Positions of all 5 atoms, in Å:
1 C -0.13967 0.29728 0.81279
2 C 0.36525 0.17705 1.97305
3 C -0.12300 -0.05997 -0.43087
4 H 0.85689 0.05916 -1.23224
5 H -0.95947 -0.47352 -1.12274

The gap between HOMO and LUMO is 8.55 eV. Its spin multiplicity is 1.

Atom charges from the natural (NBO) analysis, given in e for atoms 1 to 4: -0.462, 0.181, -0.148, 0.212


<x>
Here is a structure of composition C3H2 from the Open Molecules 2025 dataset. Energies are from wB97M-V/def2-TZVPD.

Positions of all 5 atoms, in Å:
1 C 1.10968 0.02884 -0.33975
2 C 2.23256 -0.53406 -0.22594
3 C 0.24757 0.92078 -0.49996
4 H -2.18436 -0.32432 0.54342
5 H -1.40545 -0.09124 0.52223

The gap between HOMO and LUMO is 9.76 eV. Its spin multiplicity is 1.

Atom charges from the natural (NBO) analysis, given in e for atoms 1 to 4: -0.854, 0.437, 0.415, 0.032


Which of them is least stable? Easy: <x>.


<w>
Here is a structure of composition C4H12N2O3 from the Open Molecules 2025 dataset. Energies are from wB97M-V/def2-TZVPD.

Positions of all 21 atoms, in Å:
1 C 0.16795 0.79140 -0.67476
2 C -0.88853 -0.06119 -0.27249
3 C 0.80591 0.99078 1.28115
4 C 0.02728 0.63254 2.51840
5 N -1.55435 -0.26396 -2.11404
6 N -1.13113 -1.49832 -2.66589
7 O 1.24049 0.22797 -1.33115
8 O -0.56599 -1.34203 0.10889
9 O 2.04553 0.30071 1.19247
10 H 1.91211 0.01085 -0.64690
11 H 0.02452 -1.68186 -0.58990
12 H 2.00819 -0.47102 1.78064
13 H -1.17734 0.46284 -2.72626
14 H -0.08041 1.78889 -1.02428
15 H -1.73656 0.36329 0.25075
16 H 1.01448 2.05916 1.23197
17 H -1.50945 -2.28033 -2.13839
18 H -0.11803 -1.60719 -2.75261
19 H -0.16792 -0.44382 2.57770
20 H -0.91894 1.17577 2.56323
21 H 0.60220 0.84551 3.43147

The gap between HOMO and LUMO is 7.47 eV. Its spin multiplicity is 1.

Atom charges from the natural (NBO) analysis, given in e for atoms 1 to 4: 0.107, 0.219, 0.064, -0.685


<x>
Here is a cluster of 2 separate species, C4H12N2O3 in total from the Open Molecules 2025 dataset. Energies are from wB97M-V/def2-TZVPD.

Positions of all 21 atoms, in Å:
1 C 0.52283 2.88251 1.02111
2 C 1.47740 -1.88218 -1.60595
3 C 0.65358 1.38334 1.23161
4 C -0.74912 -1.40955 -1.11513
5 N -1.68178 -0.64303 1.36417
6 N -0.45073 -0.60654 0.72839
7 O -1.88168 -0.78728 -1.49959
8 O 0.33479 -1.10221 -1.86275
9 O -0.22294 0.73464 0.32657
10 H 0.83064 3.14834 0.01382
11 H -0.51199 3.18337 1.15906
12 H 1.14682 3.40792 1.73797
13 H 1.28441 -2.93660 -1.83046
14 H 1.78130 -1.78289 -0.56231
15 H 2.25923 -1.50528 -2.26253
16 H 0.37236 1.11323 2.25651
17 H 1.68506 1.05009 1.05142
18 H -0.90801 -2.45363 -0.85754
19 H -2.44906 -0.32879 0.76032
20 H -1.84620 -1.58958 1.68150
21 H -1.64691 0.12411 -1.73619

The gap between HOMO and LUMO is 8.45 eV. Its spin multiplicity is 1.

Atom charges from the natural (NBO) analysis, given in e for atoms 1 to 4: -0.624, -0.256, -0.057, 0.520


Which of them is least stable? Easy: <w>.


<w>
Here is a cluster of 3 separate species, H4OP2S in total from the Open Molecules 2025 dataset. Energies are from wB97M-V/def2-TZVPD.

Positions of all 8 atoms, in Å:
1 O 2.82573 -0.56109 1.76048
2 P 1.25943 -1.90480 -0.56018
3 P 2.64792 -0.31178 0.33529
4 S 3.51352 1.17495 -0.60531
5 H 0.94528 1.67946 -0.38376
6 H 1.46632 -1.37799 -2.01149
7 H 0.17770 -0.87103 -0.53712
8 H 0.50688 2.50990 -0.50556

The gap between HOMO and LUMO is 8.91 eV. Its spin multiplicity is 1.

Atom charges from the natural (NBO) analysis, given in e for atoms 1 to 4: -0.995, 0.021, 1.332, -0.416


<x>
Here is a structure of composition H4OP2S from the Open Molecules 2025 dataset. Energies are from wB97M-V/def2-TZVPD.

Positions of all 8 atoms, in Å:
1 O 0.41447 1.62375 -0.50004
2 P -1.62965 -0.73236 -0.43422
3 P 0.16911 0.17868 0.39368
4 S 1.90912 -0.75126 0.27308
5 H 1.33425 1.70575 -0.26602
6 H -1.19951 -1.86391 0.02582
7 H -0.78488 -0.97167 -1.59494
8 H -0.21291 0.81102 2.10265

The gap between HOMO and LUMO is 8.77 eV. Its spin multiplicity is 1.

Atom charges from the natural (NBO) analysis, given in e for atoms 1 to 4: -0.961, 0.093, 0.919, -0.558


Which of them is least stable? Easy: <w>.


<w>
Here is a cluster of 2 separate species, C2H10N4O in total from the Open Molecules 2025 dataset. Energies are from wB97M-V/def2-TZVPD.

Positions of all 17 atoms, in Å:
1 H -1.23874 2.02848 -0.90139
2 N -1.32512 1.18483 -0.34397
3 C -0.20575 0.76302 0.10562
4 N 1.04213 1.35621 0.01266
5 N -0.26507 -0.43844 0.88535
6 C 0.65474 -0.60972 2.00679
7 H 1.81881 0.72456 -0.10589
8 H 1.07540 2.14255 -0.61834
9 H -1.23627 -0.59215 1.13266
10 H 0.31225 -1.44187 2.61599
11 H 0.72040 0.28123 2.63406
12 H 1.64896 -0.83290 1.62044
13 N -0.73580 -0.89213 -2.47106
14 O 0.29831 -1.13139 -1.53602
15 H -1.58619 -1.35616 -2.13894
16 H -0.96686 0.10413 -2.43554
17 H -0.01120 -1.29025 -0.46242

The gap between HOMO and LUMO is 8.90 eV. The SMILES is [H]/N=C(\N)NC.NO. Its spin multiplicity is 1.

Atom charges from the natural (NBO) analysis, given in e for atoms 1 to 4: 0.341, -0.769, 0.613, -0.839


<x>
Here is the molecule C2H10N4O from the Open Molecules 2025 dataset. Energies are from wB97M-V/def2-TZVPD.

Positions of all 17 atoms, in Å:
1 C -1.81910 -0.64294 -0.60720
2 N -1.12166 0.50950 -0.05535
3 C 0.28445 0.29072 0.24095
4 N 0.85702 1.48502 0.85058
5 N 0.39705 -0.83421 1.13169
6 N 0.98619 -0.03640 -1.00568
7 O 2.17861 -0.79156 -0.79789
8 H -1.41076 -0.96423 -1.57041
9 H -2.86766 -0.37641 -0.72696
10 H -1.73419 -1.46431 0.09937
11 H -1.19854 1.28693 -0.70542
12 H 0.79038 2.28500 0.23101
13 H 0.35870 1.71161 1.70406
14 H 1.34828 -0.86951 1.48230
15 H -0.23385 -0.70186 1.91266
16 H 1.31212 0.81970 -1.44791
17 H 1.87295 -1.70703 -0.73581

The gap between HOMO and LUMO is 10.06 eV. The SMILES is CNC(N)(N)NO. Its spin multiplicity is 1.

Atom charges from the natural (NBO) analysis, given in e for atoms 1 to 4: -0.423, -0.640, 0.503, -0.854


Which of them is least stable? Easy: <w>.